Entry 1:
{"formula": "C3H6N2O2", "method": "the ωB97M-V functional and the def2-TZVPD basis", "symbols": ["O", "C", "N", "C", "O", "C", "N", "H", "H", "H", "H", "H", "H"], "xyz": [[0.398, 1.898, 0.376], [0.235, 0.748, 0.146], [-0.515, -0.098, 0.916], [-1.286, -1.242, 0.567], [-1.712, -1.968, 1.397], [1.005, -0.046, -1.006], [1.589, 0.734, -1.977], [-0.739, 0.245, 1.848], [-1.497, -1.333, -0.506], [0.262, -0.723, -1.427], [1.725, -0.633, -0.445], [2.420, 1.292, -1.764], [0.996, 1.015, -2.751]], "mulliken_charge": [-0.3838, 0.5772, -0.1076, 0.0316, -0.3745, -0.5174, -0.1678, 0.2875, 0.3053, 0.3862, 0.3481, 0.3166, 0.2987], "de_lowest_kj_mol": 51.7, "multiplicity": 2, "largest_force_ev_per_a": 1.8, "homo_energy_ev": [-15.18, -15.11], "energy_ev": -10274.214, "homo_lumo_gap_ev": [11.22, 6.02], "charge": 1}

Entry 2:
{"formula": "C3H6N2O2S", "method": "the ωB97M-V functional and the def2-TZVPD basis", "symbols": ["N", "C", "O", "O", "C", "C", "N", "S", "H", "H", "H", "H", "H", "H"], "xyz": [[3.091, 0.528, 0.009], [1.974, -0.300, -0.100], [1.776, -1.269, -0.810], [1.036, 0.257, 0.717], [-0.238, -0.415, 0.736], [-1.342, 0.351, 0.038], [-0.877, 1.449, -0.526], [-2.840, -0.407, -0.058], [3.947, 0.102, -0.324], [3.078, 0.902, 0.938], [-0.530, -0.569, 1.773], [-0.064, -1.379, 0.205], [-1.415, 2.143, -0.987], [0.069, 1.756, -0.348]], "mulliken_charge": [-0.4515, 0.6539, -0.5637, -0.4350, -0.4162, 0.2259, -0.2878, -0.3182, 0.2746, 0.2537, 0.3256, 0.3465, 0.2015, 0.1907], "de_lowest_kj_mol": 51.2, "largest_force_ev_per_a": 1.7, "homo_energy_ev": -8.42, "energy_ev": -21119.319, "smiles": "NC(=O)OCC(N)=S", "homo_lumo_gap_ev": 8.92, "charge": 0}

Entry 3:
{"formula": "C3H6N2O2S", "method": "the ωB97M-V functional and the def2-TZVPD basis", "symbols": ["C", "C", "C", "N", "N", "O", "O", "S", "H", "H", "H", "H", "H", "H"], "xyz": [[-1.517, 1.621, -0.431], [-0.221, 1.033, -0.031], [0.371, -1.364, 0.330], [-2.558, 0.978, -0.523], [-0.597, -0.328, 0.317], [1.073, -1.520, -0.903], [-3.031, -1.216, 0.792], [-2.203, -0.759, -0.277], [-1.418, 2.632, -0.470], [0.419, 1.315, -0.877], [0.104, 1.638, 0.858], [0.575, -2.199, -1.348], [1.056, -1.275, 1.133], [-0.321, -2.220, 0.478]], "mulliken_charge": [-0.1386, -0.2765, -0.5545, -0.5382, -0.0334, -0.5084, -0.5003, 0.4873, 0.4537, 0.2966, 0.2626, 0.3424, 0.3382, 0.3689], "de_lowest_kj_mol": 336.7, "largest_force_ev_per_a": 3.4, "homo_energy_ev": -9.45, "energy_ev": -21116.360, "homo_lumo_gap_ev": 9.98, "charge": 0}

Entry 4:
{"formula": "C3H6N2O2S", "method": "the ωB97M-V functional and the def2-TZVPD basis", "symbols": ["C", "C", "C", "N", "N", "O", "O", "S", "H", "H", "H", "H", "H", "H"], "xyz": [[0.060, -0.807, -0.230], [-1.305, -1.353, 0.083], [-0.455, 1.516, 0.160], [0.929, -1.696, -0.391], [0.299, 0.490, -0.404], [2.751, 1.113, 0.768], [2.222, -1.059, -0.511], [2.318, 0.582, -0.513], [-1.570, -0.762, 1.014], [-1.180, -2.368, 0.096], [-1.952, -1.026, -0.777], [-1.457, 1.568, -0.301], [-0.788, 1.422, 1.223], [0.127, 2.378, -0.217]], "mulliken_charge": [0.7809, -0.9616, -0.8883, -0.4371, -0.2974, -0.4490, -0.2426, 0.6286, 0.2594, 0.3721, 0.2451, 0.3902, 0.3057, 0.2939], "de_lowest_kj_mol": 441.0, "largest_force_ev_per_a": 4.8, "homo_energy_ev": -9.14, "energy_ev": -21115.279, "homo_lumo_gap_ev": 9.08, "charge": 0}

Entry 5:
{"formula": "C3H6N2O2S", "method": "the ωB97M-V functional and the def2-TZVPD basis", "symbols": ["C", "C", "C", "H", "H", "H", "H", "H", "H", "N", "N", "O", "O", "S"], "xyz": [[-0.553, 1.604, -0.665], [2.073, 0.048, 0.691], [-1.354, -0.477, 0.441], [-0.838, 2.349, 0.122], [0.313, 2.061, -1.197], [-1.478, 1.468, -1.277], [2.738, 0.196, 1.602], [-1.001, -1.289, 1.188], [-4.216, 0.080, -0.094], [-0.238, 0.310, 0.031], [-2.413, -0.039, -0.073], [0.843, 0.491, 1.140], [-3.558, -0.952, -0.231], [2.735, -0.633, -0.633]], "mulliken_charge": [-0.7662, -0.0001, -0.1057, 0.2957, 0.2502, 0.3191, 0.2770, 0.3218, 0.4165, 0.1690, -0.2643, -0.2806, -0.4496, -0.1827], "de_lowest_kj_mol": 750.1, "largest_force_ev_per_a": 6.9, "homo_energy_ev": -8.95, "energy_ev": -21112.075, "homo_lumo_gap_ev": 9.17, "charge": 0}

Entry 6:
{"formula": "C3H6N2O3", "method": "the ωB97M-V functional and the def2-TZVPD basis", "symbols": ["C", "C", "C", "N", "N", "O", "O", "O", "H", "H", "H", "H", "H", "H"], "xyz": [[-0.819, 0.791, -0.553], [-2.230, 0.641, 0.008], [-0.648, -0.448, 0.265], [0.373, -1.208, 0.394], [3.043, 0.149, 0.572], [4.133, 0.656, 0.721], [2.757, -0.623, -0.499], [-1.919, -0.678, 0.650], [-0.762, 0.402, -1.689], [-0.243, 1.642, -0.359], [-2.519, 1.261, 0.842], [-3.115, 0.513, -0.649], [0.238, -2.139, 0.718], [1.712, -0.961, -0.420]], "mulliken_charge": [-0.3518, -0.2834, 0.5358, -0.6080, 0.1536, -0.3905, -0.3391, -0.4056, 0.1979, 0.3372, 0.2318, 0.2171, 0.1872, 0.5178], "de_lowest_kj_mol": 551.8, "largest_force_ev_per_a": 3.9, "homo_energy_ev": -8.87, "energy_ev": -12326.509, "homo_lumo_gap_ev": 9.30, "charge": 0}

charge of number 4 (C3H6N2O2S)?
0